Record 1
Molecular formula: C27H28InN5O11
Method: DFT, the ωB97M-V functional and the def2-TZVPD basis

Geometry as ORCA input:
```
! wB97M-V def2-TZVPD RIJCOSX def2/J DEFGRID3
* xyz 2 1
In 8.028 1.321 0.412
C 0.633 -0.277 -2.340
C 1.395 -0.220 -1.069
O 2.755 -0.041 -1.228
H 0.787 -1.270 -2.763
H 0.831 0.488 -3.091
H -0.401 -0.108 -2.038
H 1.112 -1.041 -0.411
H 1.064 0.653 -0.506
C 1.494 5.546 -1.651
N 2.945 5.929 -1.592
O 3.252 7.012 -2.130
O 3.738 5.200 -0.987
H 0.893 6.454 -1.684
H 1.171 4.920 -0.819
H 1.398 4.917 -2.536
C 0.181 -11.200 2.371
C 0.965 -11.259 1.223
C 0.737 -10.332 0.209
C -0.176 -9.215 0.466
C -1.031 -9.242 1.575
C -0.801 -10.209 2.560
N -0.281 -8.110 -0.529
O -0.716 -7.022 -0.260
O 0.077 -8.312 -1.747
H 0.239 -12.034 3.055
H 1.757 -11.986 1.116
H 1.349 -10.433 -0.675
H -1.814 -8.512 1.715
H -1.416 -10.350 3.437
C -0.121 2.337 6.437
C -0.604 3.340 7.146
C -0.395 4.640 6.769
C 0.292 4.950 5.572
C 0.809 3.889 4.798
C 0.601 2.559 5.235
N 0.451 6.329 5.119
O 0.872 6.478 3.969
O 0.041 7.293 5.798
H -0.219 1.286 6.667
H -1.235 3.064 7.978
H -0.851 5.455 7.312
H 1.381 4.007 3.890
H 0.992 1.780 4.597
C 2.666 3.210 -9.459
C 3.543 4.270 -9.783
C 4.616 4.553 -8.887
C 4.682 3.824 -7.661
C 3.750 2.867 -7.336
C 2.765 2.512 -8.244
N 5.810 4.067 -6.738
O 5.814 3.540 -5.594
O 6.675 4.791 -7.231
H 1.916 2.978 -10.200
H 3.339 4.854 -10.668
H 5.319 5.341 -9.112
H 3.832 2.262 -6.445
H 2.244 1.584 -8.059
C -6.015 -2.202 2.026
C -5.070 -1.176 2.131
C -5.347 -0.069 2.940
C -6.587 0.063 3.664
C -7.534 -0.956 3.529
C -7.215 -2.066 2.771
N -6.774 1.232 4.490
O -7.866 1.359 5.045
O -5.885 2.036 4.647
H -5.845 -3.085 1.427
H -4.104 -1.185 1.649
H -4.552 0.660 2.990
H -8.498 -1.004 4.014
H -7.855 -2.934 2.724
*
```

**F_max**: 5.05 eV/Å
**Gap between HOMO and LUMO**: 1.33 eV
**LUMO level**: -11.6 eV

Atom charges from the Löwdin analysis, given in e for atoms 1 to 5:
1. In 0.996
2. C -0.036
3. C -0.289
4. O 0.146
5. H 0.111

***

Record 2
Molecular formula: C6H15NO
Method: DFT, the ωB97M-V functional and the def2-TZVPD basis

Geometry as ORCA input:
```
! wB97M-V def2-TZVPD RIJCOSX def2/J DEFGRID3
* xyz 0 1
C 0.943 3.411 1.056
C 0.343 3.043 -0.228
C -0.841 1.986 -0.157
C -0.474 0.570 -0.323
C -0.966 -0.425 0.307
N -0.648 -1.879 0.072
C -0.862 -2.327 -1.268
H 1.747 2.560 1.167
H 1.495 4.392 0.955
H 0.297 3.366 1.820
H 1.173 2.817 -0.981
H -0.257 3.927 -0.758
H -1.555 2.091 -0.947
H -1.294 2.240 0.760
H 0.421 0.493 -1.038
H -1.872 -0.175 0.992
H -1.098 -2.470 0.780
H -1.663 -2.853 -1.364
H 0.084 -2.902 -1.700
H -0.851 -1.469 -1.926
O 2.009 -3.709 0.582
H 1.264 -3.908 -0.096
H 1.715 -2.837 0.856
*
```

**Relative energy (zero: lowest compared OMol25 entry of this formula, charge and spin)**: 3.774 eV
**F_max**: 7.46 eV/Å
**Gap between HOMO and LUMO**: 9.59 eV
**LUMO level**: 0.9 eV
**SMILES string**: CCC/C=C/NC.O

Atom charges from the natural (NBO) analysis, given in e for atoms 1 to 5:
1. C -0.605
2. C -0.377
3. C -0.430
4. C -0.249
5. C -0.009

***

Record 3
Molecular formula: C4H10N2O2
Method: DFT, the ωB97M-V functional and the def2-TZVPD basis

Geometry as ORCA input:
```
! wB97M-V def2-TZVPD RIJCOSX def2/J DEFGRID3
* xyz 0 1
C 0.585 -1.188 1.803
N 1.206 -0.143 1.080
C 2.146 0.310 0.484
O 3.227 0.548 0.095
H 1.094 -2.139 1.631
H -0.452 -1.219 1.457
H 0.603 -0.960 2.872
C -1.291 1.673 0.318
N -1.362 0.367 -0.313
O -0.548 0.410 -1.607
C 0.071 -0.774 -2.049
H -1.937 2.403 -0.184
H -0.269 2.053 0.274
H -1.550 1.563 1.368
H -2.320 0.223 -0.630
H -0.329 -1.695 -1.615
H -0.017 -0.755 -3.134
H 1.142 -0.678 -1.849
*
```

**Relative energy (zero: lowest compared OMol25 entry of this formula, charge and spin)**: 4.626 eV
**F_max**: 4.05 eV/Å
**Gap between HOMO and LUMO**: 10.06 eV
**LUMO level**: 0.9 eV
**SMILES string**: CN=C=O.CNOC

Atom charges from the natural (NBO) analysis, given in e for atoms 1 to 5:
1. C -0.411
2. N -0.545
3. C 0.855
4. O -0.543
5. H 0.201

***

Record 4
Molecular formula: C43H41F5N3OP2STc
Method: DFT, the ωB97M-V functional and the def2-TZVPD basis

Geometry as ORCA input:
```
! wB97M-V def2-TZVPD RIJCOSX def2/J DEFGRID3
* xyz 3 4
Tc -11.892 -5.943 15.056
C -11.686 -4.531 18.267
N -13.182 -4.603 18.205
C -13.710 -3.646 17.201
P -13.567 -4.250 15.392
C -15.247 -4.986 15.125
C -16.037 -4.826 13.942
C -17.215 -5.510 13.823
C -17.670 -6.278 14.865
C -16.899 -6.508 15.948
C -15.748 -5.802 16.084
C -13.601 -2.740 14.474
C -14.537 -1.914 15.041
C -14.630 -0.529 14.674
C -13.779 -0.135 13.643
C -12.881 -1.003 13.019
C -12.830 -2.334 13.466
C -13.879 -5.148 19.213
C -15.315 -5.074 19.389
C -15.961 -5.645 20.408
C -15.287 -6.486 21.349
C -13.872 -6.457 21.342
C -13.180 -5.809 20.267
P -10.932 -5.833 17.196
C -11.510 -7.434 17.949
C -10.656 -8.275 18.634
C -11.025 -9.555 19.114
C -12.249 -10.015 18.802
C -13.111 -9.166 18.115
C -12.763 -7.893 17.705
C -9.212 -5.707 17.285
C -8.697 -4.557 17.914
C -7.312 -4.309 17.824
C -6.507 -5.273 17.171
C -6.996 -6.512 16.701
C -8.398 -6.695 16.736
H -11.348 -4.532 19.317
H -11.392 -3.561 17.775
H -13.071 -2.741 17.217
H -14.739 -3.321 17.387
H -15.775 -4.192 13.210
H -17.916 -5.351 12.981
H -18.653 -6.803 14.723
H -17.209 -7.243 16.733
H -15.177 -6.006 16.976
H -15.119 -2.215 15.834
H -15.349 0.121 15.175
H -13.701 0.870 13.239
H -12.149 -0.637 12.311
H -12.109 -2.957 12.943
H -15.934 -4.510 18.713
H -17.028 -5.422 20.503
H -15.808 -6.936 22.210
H -13.193 -6.771 22.222
H -12.126 -5.762 20.469
H -9.567 -8.058 18.701
H -10.279 -10.109 19.675
H -12.557 -11.028 18.947
H -14.133 -9.460 17.802
H -13.469 -7.320 17.169
H -9.323 -3.805 18.301
H -6.918 -3.471 18.351
H -5.461 -4.977 17.125
H -6.346 -7.285 16.293
H -8.805 -7.614 16.362
C -15.066 -7.169 11.465
N -13.918 -7.059 12.409
C -12.931 -6.082 12.045
C -13.821 -7.838 13.441
O -12.981 -7.509 14.442
N -14.464 -8.986 13.667
C -14.776 -9.928 12.599
C -14.769 -9.445 15.002
H -15.458 -6.171 11.285
H -15.875 -7.673 12.003
H -14.778 -7.709 10.527
H -13.105 -5.969 10.968
H -11.976 -6.480 12.300
H -13.048 -5.072 12.506
H -14.309 -9.551 11.660
H -15.905 -10.117 12.597
H -14.299 -10.897 12.787
H -14.461 -8.736 15.780
H -14.227 -10.310 15.319
H -15.834 -9.763 15.162
F -6.574 -0.509 14.963
C -7.334 -1.574 14.718
C -7.197 -2.376 13.638
F -6.176 -2.290 12.785
C -8.097 -3.411 13.460
F -7.924 -4.050 12.267
C -9.156 -3.635 14.328
S -10.180 -5.002 13.968
C -9.315 -2.726 15.330
F -10.410 -2.751 16.162
C -8.398 -1.733 15.593
F -8.593 -0.873 16.598
*
```

**F_max**: 4.30 eV/Å
**Gap between HOMO and LUMO (spin up / spin down)**: 6.84 / 5.35 eV
**LUMO level (spin up / spin down)**: -8.8 / -10.8 eV
**Expectation value of S²**: 3.81

Atom charges from the Löwdin analysis, given in e for atoms 1 to 5:
1. Tc 0.752
2. C -0.227
3. N -0.078
4. C -0.198
5. P 1.022